The following is a quantum chemistry calculation of a 2-piece molecular cluster, H5NS overall, from the OMol25 dataset.

Element x y z (Å)
S1 1.135 2.366 -0.774
H1 -0.101 2.006 -1.169
N1 -0.352 -1.506 0.350
H2 -0.030 -0.901 1.073
H3 -0.925 -0.980 -0.280
H4 -0.884 -2.272 0.737
H5 1.157 1.287 0.063

Forces on the atoms, in the same order (eV/Å):
0.1 -0.3 0.3
-0.3 0.1 -0.2
0.4 -0.2 -0.6
0.0 0.2 0.8
-0.5 0.0 -0.2
0.0 0.1 0.1
0.2 0.1 -0.1

The HOMO-LUMO gap (alpha / beta) is 8.3 / 2.8 eV. Its HOMO energy (alpha / beta) is -0.503 / -0.502 Eh. As for the total charge: +1. As for the multiplicity: 2.

Table of natural (NBO) atomic charges, one value per atom, all in e:
1. S 0.62
2. H 0.18
3. N -1.07
4. H 0.34
5. H 0.35
6. H 0.39
7. H 0.19

***

The following is a quantum chemistry calculation of a 2-piece molecular cluster, H5NS3Si overall at a distorted geometry, from the OMol25 dataset.

Element x y z (Å)
N1 -1.043 -0.982 0.628
Si1 0.086 -0.104 1.546
S1 0.212 0.407 -2.248
S2 2.127 -0.526 0.823
S3 -0.311 1.253 3.000
H1 -0.876 -1.920 0.212
H2 -2.090 -0.914 0.862
H3 0.572 1.465 -2.973
H4 2.045 0.207 -0.277
H5 -0.720 1.115 -1.574

Forces on the atoms, in the same order (eV/Å):
-2.1 -1.0 0.4
0.5 1.3 0.8
-0.3 0.1 0.2
-0.8 -0.4 1.0
0.3 -1.6 -1.6
0.2 1.2 0.4
2.3 0.1 -0.3
0.1 0.2 -0.1
-0.3 0.2 -0.4
0.2 -0.2 -0.2

The HOMO-LUMO gap is 8.8 eV. Its HOMO energy is -0.327 Eh. The SMILES is N[Si](=S)S.S.

Here are the natural (NBO) charges for atoms 1 to 8, given in e:
1. N -1.34
2. Si 1.40
3. S -0.29
4. S -0.44
5. S -0.66
6. H 0.43
7. H 0.43
8. H 0.15

***

The following is a quantum chemistry calculation of a 3-piece molecular cluster, H5O3 overall, from the OMol25 dataset.

Element x y z (Å)
O1 0.674 -0.291 0.903
H1 0.860 -1.181 0.580
O2 -1.885 -0.677 0.560
H2 -1.765 -1.266 -0.189
H3 -0.915 -0.426 0.802
O3 0.764 1.314 -1.202
H4 1.528 1.863 -1.016
H5 0.738 0.665 -0.438

Forces on the atoms, in the same order (eV/Å):
-0.1 0.0 -0.2
0.1 0.1 0.1
0.0 0.0 0.2
0.0 0.1 0.0
-0.1 -0.2 -0.2
0.1 0.3 -0.5
0.0 0.0 0.1
-0.1 -0.3 0.6

The HOMO-LUMO gap is 8.9 eV. Its HOMO energy is -0.146 Eh. As for the total charge: -1.

Table of natural (NBO) atomic charges, one value per atom, all in e:
1. O -1.25
2. H 0.41
3. O -1.04
4. H 0.44
5. H 0.51
6. O -1.03
7. H 0.44
8. H 0.52

***

The following is a quantum chemistry calculation of a 2-piece molecular cluster, H5OS2 overall at a distorted geometry, from the OMol25 dataset.

Element x y z (Å)
O1 -0.371 -0.878 -1.589
H1 -0.389 -0.944 -2.727
H2 -1.249 -0.965 -1.365
H3 1.814 0.582 0.460
S1 0.162 0.418 2.370
S2 0.590 0.861 0.443
H4 -0.901 1.255 2.557
H5 0.345 -0.327 -0.149

Forces on the atoms, in the same order (eV/Å):
2.9 -0.1 -6.1
0.2 0.2 5.1
-3.4 -0.5 0.7
3.1 -0.2 0.3
-0.4 -0.2 1.3
-2.6 1.1 -0.3
0.5 -0.1 -0.5
-0.3 -0.2 -0.5

The HOMO-LUMO gap is 10.7 eV. Its HOMO energy is -0.567 Eh. As for the total charge: +1.

Table of natural (NBO) atomic charges, one value per atom, all in e:
1. O -0.98
2. H 0.54
3. H 0.48
4. H 0.16
5. S -0.01
6. S 0.36
7. H 0.20
8. H 0.24

***

The following is a quantum chemistry calculation of a 3-piece molecular cluster, H5S3 overall at a distorted geometry, from the OMol25 dataset.

Element x y z (Å)
S1 0.350 -1.647 -1.264
H1 -0.112 -2.240 -0.084
S2 -2.454 0.655 0.910
H2 -2.395 0.079 -0.365
H3 -1.254 0.609 1.393
S3 1.956 1.089 0.425
H4 1.447 -0.214 -0.322
H5 2.461 1.669 -0.693

Forces on the atoms, in the same order (eV/Å):
-0.2 -0.3 1.2
0.4 0.6 -1.0
-2.3 0.0 -1.1
0.8 0.4 1.4
1.5 -0.4 -0.3
-0.1 -1.0 -0.9
0.0 1.0 0.4
-0.2 -0.2 0.3

The HOMO-LUMO gap is 7.0 eV. Its HOMO energy is -0.129 Eh. As for the total charge: -1.

Table of natural (NBO) atomic charges, one value per atom, all in e:
1. S -0.87
2. H 0.11
3. S -0.36
4. H 0.20
5. H 0.16
6. S -0.57
7. H 0.22
8. H 0.12

***

The following is a quantum chemistry calculation of a 30-piece molecular cluster, H60O30 overall at a distorted geometry, from the OMol25 dataset.

Element x y z (Å)
O1 -1.332 0.118 -0.326
O2 0.002 -2.332 -0.442
O3 -0.355 -1.390 2.222
O4 2.427 -0.921 -0.880
O5 -1.372 2.567 -1.183
O6 1.322 3.067 -1.517
O7 1.059 0.378 3.720
O8 -0.572 0.431 -3.852
O9 -3.863 0.254 1.024
O10 3.676 1.905 -0.548
O11 -1.406 -2.686 -3.024
O12 -3.898 -0.747 -2.195
O13 2.249 -0.237 -3.961
O14 -2.978 -1.401 3.160
O15 2.094 -2.922 3.023
O16 -2.626 2.912 2.630
O17 4.117 1.429 2.165
O18 2.290 4.223 1.163
O19 -1.370 -4.620 1.192
O20 1.476 -4.646 -1.103
O21 4.363 -1.357 2.201
O22 1.249 -2.857 -4.057
O23 -3.715 -3.727 -0.202
O24 -3.022 4.327 0.073
O25 -0.406 2.551 4.649
O26 5.181 -2.277 -0.332
O27 -2.607 2.426 -4.527
O28 2.011 3.509 4.115
O29 5.472 0.096 -2.020
O30 2.082 -5.396 1.759
H1 -0.598 -0.164 0.196
H2 -1.166 0.934 -0.728
H3 -0.078 -2.019 0.435
H4 -0.845 -2.250 -0.968
H5 -1.272 -1.439 2.537
H6 0.067 -0.596 2.670
H7 1.587 -1.429 -0.765
H8 3.147 -1.376 -0.509
H9 -1.775 2.976 -1.989
H10 -1.808 2.962 -0.435
H11 2.091 2.666 -1.095
H12 0.489 2.729 -1.249
H13 0.656 1.117 4.167
H14 1.483 -0.204 4.361
H15 -0.988 -0.227 -3.345
H16 0.363 0.378 -3.667
H17 -4.193 1.141 1.221
H18 -2.937 0.317 0.642
H19 3.711 1.587 0.357
H20 3.999 1.182 -1.147
H21 -0.568 -2.937 -3.417
H22 -2.113 -3.354 -3.314
H23 -3.107 -0.234 -1.918
H24 -4.315 -0.125 -2.808
H25 3.121 -0.137 -4.384
H26 2.432 -0.220 -2.991
H27 -3.135 -2.342 3.140
H28 -3.563 -0.994 2.490
H29 2.144 -2.832 3.989
H30 1.414 -2.293 2.843
H31 -2.608 3.760 2.142
H32 -3.375 2.443 2.279
H33 3.441 1.878 2.601
H34 4.884 1.985 2.099
H35 1.977 3.955 0.287
H36 2.651 5.111 1.170
H37 -0.547 -4.111 0.960
H38 -2.102 -4.231 0.699
H39 1.645 -5.107 -0.317
H40 1.214 -3.678 -0.958
H41 3.571 -1.868 2.549
H42 4.163 -0.412 2.322
H43 1.965 -3.420 -3.754
H44 1.558 -1.959 -4.003
H45 -4.140 -3.005 -0.633
H46 -4.270 -3.901 0.585
H47 -2.605 5.088 -0.295
H48 -3.788 4.185 -0.493
H49 -0.683 2.618 5.558
H50 -1.181 2.863 4.130
H51 4.973 -2.182 0.658
H52 4.851 -3.198 -0.532
H53 -2.434 2.983 -5.333
H54 -1.806 1.866 -4.535
H55 1.077 3.274 4.171
H56 2.058 3.638 3.177
H57 5.290 0.011 -2.968
H58 5.551 -0.857 -1.775
H59 1.665 -6.058 2.317
H60 2.090 -4.579 2.242

Forces on the atoms, in the same order (eV/Å):
-1.9 -2.2 0.8
-0.3 -0.6 -2.5
1.2 0.9 0.1
-2.3 1.1 -1.1
-0.1 0.2 -1.6
1.2 1.6 -0.7
0.6 -1.0 -0.7
0.1 1.7 -1.0
0.7 0.1 -0.1
0.1 -0.2 -1.4
-2.2 -0.9 0.0
0.6 0.9 0.0
0.8 0.1 0.7
0.0 0.4 -0.1
1.0 -0.2 1.3
0.7 1.0 0.1
1.3 -1.9 -1.1
-0.1 -0.5 0.9
1.2 0.5 0.3
-0.5 2.6 -2.5
-1.2 -0.9 0.7
-0.6 -1.0 -0.1
-0.1 -1.0 1.3
-0.7 -0.7 0.4
-1.0 0.2 -0.6
-1.1 -1.6 1.2
0.9 0.8 -1.4
0.1 -0.2 0.2
-0.2 -1.1 -0.6
0.1 -1.0 -0.7
0.8 -0.1 0.5
0.7 2.3 -1.1
-0.7 0.6 1.8
1.2 -0.1 0.7
-0.3 0.1 0.2
-0.7 -0.9 -0.4
0.8 0.2 -0.1
1.5 -1.2 0.8
0.6 -0.7 0.8
-0.4 0.5 0.4
0.2 -0.9 0.1
-1.0 -0.8 0.6
-0.4 0.6 0.6
-0.1 0.5 0.1
-0.9 -1.7 1.0
0.5 0.0 -0.1
0.2 -0.4 -0.4
-0.9 0.0 0.3
0.1 -0.4 0.2
-0.2 0.7 1.0
0.6 -0.4 -0.4
1.8 1.6 0.7
-0.5 -0.8 0.0
-0.1 -0.3 0.0
-0.7 0.0 0.2
0.0 -0.1 -0.4
-0.2 -0.5 0.0
0.3 0.0 0.0
0.3 -0.5 -0.2
-1.6 0.8 -1.0
-0.1 -0.6 0.2
-0.3 -0.3 0.0
-1.8 1.5 1.4
0.4 0.5 0.1
0.1 0.5 -0.2
-0.1 0.0 -0.5
-1.5 -0.8 0.0
0.3 0.2 -0.4
0.2 -0.5 2.1
0.3 -2.4 0.3
1.2 0.8 -0.6
0.1 -0.1 -0.2
-0.1 -0.1 0.2
0.5 0.9 -0.1
-0.4 1.1 -0.7
0.4 0.1 -0.7
0.6 1.0 -0.4
-0.1 -0.1 0.1
0.0 0.0 0.6
0.4 -0.5 0.1
0.4 0.4 -1.5
0.6 1.4 0.2
-0.6 -0.7 1.2
-0.2 -0.3 0.4
-0.1 0.0 0.7
0.6 0.5 -1.2
0.2 0.4 0.2
-0.1 0.7 0.5
-0.1 0.1 0.0
-0.1 0.7 0.6

The HOMO-LUMO gap is 9.3 eV. Its HOMO energy is -0.365 Eh.

Here are the Löwdin charges for atoms 1 to 8, given in e:
1. O -0.01
2. O -0.08
3. O -0.09
4. O -0.03
5. O -0.05
6. O -0.05
7. O -0.03
8. O -0.01

***

The following is a quantum chemistry calculation of a 31-piece molecular cluster, H62O31 overall at a distorted geometry, from the OMol25 dataset.

Element x y z (Å)
O1 1.779 -4.062 1.304
H1 2.716 -3.870 1.283
H2 1.696 -4.905 0.858
O2 -2.334 4.705 -2.518
H3 -2.130 5.563 -2.146
H4 -1.508 4.223 -2.479
O3 3.823 0.464 1.960
H5 4.045 1.282 2.405
H6 3.225 0.019 2.560
O4 -3.762 -0.737 -4.287
H7 -2.826 -0.933 -4.249
H8 -4.067 -1.174 -5.083
O5 0.849 -3.149 -3.295
H9 0.613 -3.761 -2.597
H10 0.806 -3.671 -4.096
O6 0.004 -4.889 -1.559
H11 -0.548 -5.579 -1.927
H12 0.645 -5.356 -1.021
O7 -1.290 -1.604 -3.940
H13 -0.742 -2.130 -3.357
H14 -1.265 -2.067 -4.777
O8 -2.094 -0.397 3.359
H15 -1.410 -1.033 3.150
H16 -2.637 -0.361 2.571
O9 -2.717 -4.185 2.393
H17 -2.933 -3.380 2.863
H18 -2.556 -4.829 3.083
O10 1.122 2.967 1.323
H19 0.371 3.507 1.567
H20 0.739 2.136 1.042
O11 -1.344 -2.679 -0.287
H21 -1.386 -3.023 0.605
H22 -0.662 -3.198 -0.713
O12 4.251 1.943 -0.321
H23 4.033 1.360 0.407
H24 4.845 1.430 -0.869
O13 -4.819 -1.900 2.990
H25 -4.391 -1.287 2.393
H26 -5.746 -1.856 2.756
O14 2.553 3.492 -2.050
H27 2.639 2.564 -2.264
H28 3.015 3.591 -1.218
O15 -0.228 3.142 -2.637
H29 0.698 3.372 -2.709
H30 -0.292 2.276 -3.042
O16 3.776 -2.241 0.793
H31 3.642 -1.379 1.185
H32 3.412 -2.163 -0.089
O17 2.357 2.315 5.136
H33 2.119 1.995 6.006
H34 1.611 2.084 4.583
O18 -4.044 1.503 -0.764
H35 -3.389 2.186 -0.909
H36 -4.712 1.666 -1.429
O19 3.448 2.974 2.650
H37 3.187 2.824 3.559
H38 2.628 2.943 2.157
O20 4.298 -0.048 -4.136
H39 4.296 0.535 -4.895
H40 3.517 -0.591 -4.248
O21 -4.144 3.739 1.162
H41 -3.716 4.595 1.171
H42 -3.474 3.139 0.835
O22 -3.343 -0.489 0.860
H43 -3.603 0.286 0.363
H44 -2.999 -1.092 0.201
O23 0.216 -1.897 1.906
H45 0.508 -2.762 1.618
H46 0.902 -1.600 2.504
O24 2.450 -0.764 3.731
H47 3.299 -1.107 4.012
H48 1.866 -0.935 4.470
O25 0.292 0.351 0.072
H49 0.503 -0.174 -0.700
H50 0.214 -0.286 0.782
O26 -3.843 -3.844 -1.748
H51 -3.893 -4.284 -0.899
H52 -3.056 -3.303 -1.692
O27 -0.469 1.680 4.355
H53 -0.745 2.486 3.919
H54 -1.094 1.019 4.056
O28 2.558 -1.808 -1.639
H55 1.695 -2.072 -1.959
H56 3.170 -2.156 -2.288
O29 -1.366 2.493 -0.025
H57 -1.047 2.865 -0.848
H58 -1.120 1.569 -0.068
O30 1.381 5.608 0.259
H59 2.064 5.626 0.930
H60 1.211 4.677 0.115
O31 -0.542 0.955 -4.015
H61 0.038 0.768 -4.753
H62 -0.839 0.095 -3.719

Forces on the atoms, in the same order (eV/Å):
-0.7 -0.7 -0.2
0.7 0.9 0.0
-0.1 -0.3 0.2
-0.9 0.4 0.2
-0.1 0.2 0.1
0.6 -0.4 -0.3
0.6 -1.2 -0.8
0.0 1.1 0.2
-0.5 0.4 -0.1
-0.6 0.3 -0.1
0.0 0.0 0.3
-0.3 0.0 -0.1
0.1 0.7 -0.6
-0.2 -0.9 0.5
0.1 -0.1 -0.3
0.1 -0.2 0.2
-0.5 -0.2 -0.2
0.3 -0.1 0.2
-0.1 0.0 -0.1
0.4 -0.3 0.2
0.0 -0.1 -0.3
0.3 0.1 1.0
0.3 -0.3 -0.3
-0.2 0.2 -0.8
0.4 -0.2 -0.5
-0.5 0.4 0.2
0.0 -0.2 0.1
0.3 0.2 0.2
-0.3 0.1 0.0
-0.1 -0.5 -0.4
-0.2 0.4 -0.6
-0.2 -0.1 0.5
0.0 -0.3 0.0
0.1 0.5 -0.6
-0.3 -0.4 0.5
0.2 -0.1 -0.2
0.0 -0.4 0.4
0.1 0.3 -0.5
-0.2 -0.1 0.0
-0.5 0.3 -0.7
0.3 -0.3 0.2
0.2 -0.2 0.4
0.0 0.4 0.6
0.6 0.5 0.4
-0.4 -0.6 -0.5
0.4 -0.8 0.5
0.3 0.5 0.1
-0.4 0.2 -0.5
0.4 0.1 0.1
0.0 0.0 0.2
-0.8 -0.2 -0.1
-0.1 -0.2 -0.1
0.5 0.3 0.0
-0.3 -0.1 -0.1
1.1 0.2 0.3
0.1 0.2 0.6
-0.6 0.0 -0.5
0.1 -0.1 0.2
0.1 0.2 -0.2
-0.2 -0.1 0.0
-0.3 0.1 0.2
0.1 0.2 0.0
0.3 -0.2 -0.1
0.2 -0.7 0.9
-0.5 0.8 -0.6
0.2 -0.3 -0.2
-0.7 0.8 0.3
0.5 -0.5 -0.1
0.5 0.1 0.2
-0.5 -0.6 0.3
0.4 -0.2 0.2
-0.3 0.2 0.3
0.0 0.5 -0.2
0.2 0.0 -0.2
-0.1 -0.8 0.4
-0.2 -0.3 -0.4
0.0 0.0 0.3
0.2 0.3 0.2
0.8 0.5 0.4
-0.1 0.2 -0.1
-0.7 -0.7 -0.3
0.2 0.3 0.4
0.0 -0.1 -0.2
0.2 0.0 -0.3
-1.1 0.5 0.6
0.4 0.3 -0.6
0.3 -0.5 0.0
-0.2 0.5 -0.1
0.2 0.0 0.2
0.1 -0.4 -0.1
0.3 0.4 -0.1
0.1 0.1 -0.2
-0.3 -0.4 0.0

The HOMO-LUMO gap is 8.8 eV. Its HOMO energy is -0.372 Eh.

Here are the Löwdin charges for atoms 1 to 8, given in e:
1. O -0.03
2. H 0.03
3. H 0.04
4. O -0.06
5. H 0.03
6. H -0.05
7. O -0.07
8. H 0.02

***

The following is a quantum chemistry calculation of a 4-piece molecular cluster, H6IO3 overall at a distorted geometry, from the OMol25 dataset.

Element x y z (Å)
I1 1.075 0.432 -0.252
O1 -0.579 -0.061 -3.214
H1 -0.066 0.242 -2.333
H2 0.293 -0.269 -3.704
O2 -0.301 -2.754 1.511
H3 -0.153 -1.915 0.880
H4 0.534 -2.988 1.765
O3 -0.202 2.903 1.885
H5 -0.515 2.083 2.342
H6 -0.085 2.328 1.119

Forces on the atoms, in the same order (eV/Å):
0.1 -0.2 0.2
4.0 0.4 1.0
-1.9 -0.7 -1.8
-2.3 0.3 0.7
-3.2 3.4 -3.0
-0.3 -2.5 1.9
3.5 -0.8 1.0
-0.9 -1.8 0.7
0.1 1.3 0.9
0.8 0.7 -1.5

The HOMO-LUMO gap is 8.3 eV. Its HOMO energy is -0.173 Eh. As for the total charge: -1.

Here are the natural (NBO) charges for atoms 1 to 8, given in e:
1. I -0.89
2. O -1.00
3. H 0.48
4. H 0.45
5. O -0.98
6. H 0.51
7. H 0.45
8. O -0.96

***

The following is a quantum chemistry calculation of H6IPSTa as an isolated structure at a distorted geometry, from the OMol25 dataset.

Element x y z (Å)
S1 2.466 1.342 1.161
P1 1.602 -0.021 -0.020
Ta1 -1.032 0.174 0.038
I1 -1.054 -2.687 0.186
H1 2.057 -1.315 0.230
H2 2.041 0.080 -1.335
H3 -0.965 0.046 -1.808
H4 -2.837 0.060 -0.194
H5 -1.232 0.348 1.883
H6 -1.046 1.973 -0.140

Forces on the atoms, in the same order (eV/Å):
-0.3 -0.1 -0.1
0.2 0.2 -0.1
-0.4 -0.8 1.1
0.0 0.6 0.0
0.1 -0.3 0.1
0.3 0.0 -0.4
-0.2 0.4 0.0
0.4 -0.1 -0.4
-0.2 0.3 -0.1
0.0 -0.3 -0.1

The HOMO-LUMO gap is 6.6 eV. Its HOMO energy is -0.169 Eh. As for the total charge: -1.

Here are the natural (NBO) charges for atoms 1 to 8, given in e:
1. S -0.67
2. P 0.18
3. Ta 1.62
4. I -0.46
5. H -0.02
6. H -0.03
7. H -0.45
8. H -0.34

***

The following is a quantum chemistry calculation of a 2-piece molecular cluster, H6N2 overall at a distorted geometry, from the OMol25 dataset.

Element x y z (Å)
H1 2.466 0.519 -0.089
H2 1.472 -0.706 -0.659
H3 0.873 0.583 0.199
H4 -0.861 -0.732 -0.035
H5 -1.831 0.755 -0.385
H6 -2.203 -0.240 0.818
N1 1.667 -0.111 0.166
N2 -1.584 -0.068 -0.015

Forces on the atoms, in the same order (eV/Å):
-0.7 -1.1 0.2
0.3 0.6 0.6
0.9 -1.2 0.1
1.0 0.2 -0.8
0.2 3.2 -2.3
1.1 0.1 -1.4
-0.4 1.7 -0.8
-2.5 -3.5 4.5

The HOMO-LUMO gap is 10.6 eV. Its HOMO energy is -0.351 Eh. The SMILES is N.N.

Table of natural (NBO) atomic charges, one value per atom, all in e:
1. H 0.36
2. H 0.35
3. H 0.37
4. H 0.40
5. H 0.38
6. H 0.36
7. N -1.08
8. N -1.14